13
Properties=species:S:1:pos:R:3:lowdin_charge:R:1 method="wB97M-V/def2-TZVPD" e_above_lowest_kcal_mol=106.09 charge=+1 e_homo_ev=-14.851 smiles=C1CN2O[C@@H]2[NH2+]1 homo_lumo_gap_ev=11.15
C 0.574 -0.328 -0.442 -0.041
C -0.339 -1.309 0.176 -0.153
N -1.621 -0.688 0.310 -0.005
O -2.011 0.220 -0.649 0.104
C -1.520 0.673 0.492 -0.250
N -0.057 1.045 0.144 0.175
H 1.671 -0.373 -0.090 0.166
H 0.561 -0.425 -1.510 0.123
H -0.325 -2.384 -0.193 0.171
H 0.033 -1.374 1.256 0.164
H -2.033 1.301 1.184 0.178
H 0.549 1.565 0.811 0.196
H -0.175 1.703 -0.627 0.173

77
Properties=species:S:1:pos:R:3:lowdin_charge:R:1 method="wB97M-V/def2-TZVPD" e_above_lowest_kcal_mol=224.10 e_homo_ev=-8.068 homo_lumo_gap_ev=8.43
C 22.662 -0.370 -20.833 -0.035
C 22.484 0.092 -22.294 -0.421
C 23.512 -0.497 -23.235 -0.198
O 23.366 -1.919 -23.224 -0.230
C 24.349 -2.543 -24.020 -0.101
N 21.142 -0.120 -22.810 0.052
H 23.455 -1.119 -20.832 0.062
H 21.756 -0.774 -20.383 0.079
H 22.970 0.442 -20.176 0.074
H 22.816 1.139 -22.259 0.130
H 24.521 -0.282 -22.848 0.127
H 23.545 -0.066 -24.240 0.130
H 24.429 -3.633 -23.997 0.086
H 25.364 -2.196 -23.796 0.093
H 24.116 -2.333 -25.073 0.101
H 20.726 -0.985 -22.498 0.062
H 21.116 -0.129 -23.821 0.070
C 25.051 -10.245 -17.089 -0.214
C 24.272 -9.020 -17.580 -0.203
O 25.067 -7.845 -17.681 -0.109
O 25.096 -10.251 -15.655 -0.071
H 26.018 -10.403 -17.576 0.130
H 24.492 -11.157 -17.348 0.120
H 23.549 -8.846 -16.773 0.126
H 23.723 -9.260 -18.490 0.119
H 25.865 -7.992 -17.165 0.099
H 26.032 -10.244 -15.420 0.098
C 23.767 -4.154 -19.707 -0.168
C 25.132 -4.688 -19.363 -0.240
O 25.201 -5.338 -18.111 -0.063
O 22.826 -5.225 -19.641 -0.193
H 23.715 -3.688 -20.695 0.118
H 23.542 -3.312 -19.041 0.127
H 25.864 -3.876 -19.410 0.131
H 25.538 -5.393 -20.106 0.046
H 24.629 -6.116 -18.147 0.037
H 22.036 -5.011 -20.151 0.098
C 21.447 -5.047 -23.652 -0.244
C 20.041 -4.576 -23.970 -0.236
O 20.093 -3.399 -24.759 -0.072
O 22.014 -4.226 -22.615 -0.096
H 22.198 -5.106 -24.439 0.136
H 21.337 -6.047 -23.217 0.028
H 19.393 -4.465 -23.098 0.120
H 19.548 -5.374 -24.547 0.111
H 19.692 -2.648 -24.320 0.065
H 22.423 -3.437 -23.020 0.053
C 22.096 -4.694 -15.705 -0.244
C 21.931 -3.573 -14.675 -0.229
O 22.654 -3.913 -13.503 -0.078
O 21.608 -4.308 -16.968 -0.061
H 21.488 -5.511 -15.292 0.123
H 23.138 -5.003 -15.806 0.098
H 20.898 -3.518 -14.315 0.119
H 22.243 -2.648 -15.175 0.120
H 22.554 -3.368 -12.726 0.085
H 22.202 -4.701 -17.621 0.046
C 24.981 -6.913 -14.732 -0.239
C 25.501 -5.507 -14.519 -0.253
O 26.833 -5.512 -14.063 -0.037
O 25.555 -7.907 -13.903 -0.052
H 25.102 -7.267 -15.764 0.079
H 23.888 -6.885 -14.591 0.120
H 24.833 -4.783 -14.039 0.096
H 25.349 -5.092 -15.534 0.098
H 27.274 -4.710 -14.353 0.086
H 25.292 -8.719 -14.343 0.034
C 22.693 -6.227 -21.279 -0.254
C 23.974 -6.902 -20.814 -0.162
O 25.153 -6.208 -21.172 -0.062
O 22.396 -6.512 -22.654 -0.097
H 22.838 -5.144 -21.252 0.080
H 21.825 -6.465 -20.659 0.161
H 24.003 -7.901 -21.278 0.133
H 23.968 -6.953 -19.723 0.105
H 25.093 -6.061 -22.128 0.128
H 21.951 -7.363 -22.702 0.125

18
Properties=species:S:1:pos:R:3:lowdin_charge:R:1 method="wB97M-V/def2-TZVPD" e_above_lowest_kcal_mol=50.26 e_homo_ev=-10.128 homo_lumo_gap_ev=10.85
C 0.335 -1.288 -0.979 -0.123
C -0.270 0.066 -0.767 -0.200
C 0.149 0.921 0.429 -0.323
C 0.764 0.326 1.724 -0.029
N -0.129 2.167 0.557 0.075
F -0.749 2.645 -0.572 -0.135
H 0.076 -1.828 -1.822 0.033
H 1.439 -1.127 -1.318 0.118
H 0.215 -2.106 -0.264 0.078
H -0.141 0.820 -1.620 0.133
H -1.382 -0.023 -0.737 0.124
H 0.071 0.718 2.608 0.123
H 0.910 -0.754 1.669 0.058
H 1.730 0.889 1.777 0.084
O -4.153 1.872 0.478 0.047
N -3.109 2.383 0.400 -0.115
O -3.196 3.624 -0.211 0.009
H -2.320 3.895 -0.400 0.044

16
Properties=species:S:1:pos:R:3:lowdin_charge:R:1 method="wB97M-V/def2-TZVPD" e_above_lowest_kcal_mol=77.89 e_homo_ev=-9.927 smiles="C/N=C/CO/C=N/C#N" homo_lumo_gap_ev=10.51
C -2.487 -1.446 0.165 -0.086
N -1.576 -0.372 -0.298 0.026
C -1.009 0.549 0.377 -0.168
C -0.353 1.630 -0.365 -0.097
O 1.008 1.595 0.203 -0.040
C 1.779 0.609 -0.235 -0.221
N 2.877 0.298 0.285 0.113
C 3.724 -0.695 0.111 -0.353
N 4.543 -1.459 -0.131 0.126
H -3.363 -1.619 -0.483 0.094
H -1.975 -2.312 0.192 0.036
H -2.791 -1.410 1.145 0.045
H -1.044 0.533 1.424 0.116
H -0.229 1.459 -1.377 0.099
H -0.593 2.665 0.037 0.161
H 1.489 -0.025 -1.050 0.149

8
Properties=species:S:1:pos:R:3:lowdin_charge:R:1 method="wB97M-V/def2-TZVPD" e_above_lowest_kcal_mol=64.97 charge=+1 e_homo_ev="-16.406 / -16.404" homo_lumo_gap_ev="8.70 / 8.70"
C 1.168 0.587 -2.647 -0.244
N 1.901 1.358 -1.901 0.358
N 0.677 0.899 -1.426 0.297
N 0.577 -0.665 0.061 -0.002
F 1.022 -0.003 -3.772 0.310
F -0.751 -0.672 0.020 0.058
F 0.967 -1.970 -0.258 0.044
H 0.860 -0.309 0.969 0.178

94
Properties=species:S:1:pos:R:3:lowdin_charge:R:1 method="wB97M-V/def2-TZVPD" charge=-1 e_homo_ev=-7.444 homo_lumo_gap_ev=6.92
C 5.094 1.544 3.052 -0.103
C 5.272 2.302 1.607 -0.252
O 4.086 2.119 0.758 -0.261
C 2.896 2.799 1.303 -0.157
C 1.782 2.813 0.056 -0.127
O 0.699 1.847 0.281 -0.130
C 0.777 0.685 -0.617 -0.350
C 0.650 0.927 -2.233 -0.053
C 1.490 -0.124 -3.167 -0.245
C 3.123 0.241 -3.189 -0.061
F 1.282 -1.558 -2.824 -0.113
N 2.036 -0.018 -0.069 0.104
C 1.492 -0.796 1.148 -0.176
O 1.961 -0.860 2.399 -0.009
C 0.219 -1.563 0.453 -0.150
C -0.663 -2.651 1.300 -0.146
C -0.194 -4.193 0.916 -0.203
C 1.223 -4.536 1.666 -0.205
C 2.373 -5.190 0.698 -0.219
C 2.548 -4.466 -0.763 -0.221
C 3.946 -4.993 -1.495 -0.201
C 4.425 -3.777 -2.500 -0.176
C 5.605 -2.868 -1.740 -0.219
O 6.413 -2.106 -2.713 -0.256
C 6.728 -0.755 -2.196 -0.133
C -0.503 -0.315 -0.322 -0.154
C -1.918 0.304 0.219 -0.109
C -3.020 0.608 -0.979 -0.048
C -4.014 -0.702 -1.287 -0.190
F -3.811 -0.956 -2.765 -0.030
F -3.549 -1.951 -0.627 -0.003
C -5.605 -0.373 -1.122 -0.211
F -6.332 -1.334 -2.032 -0.006
F -5.979 0.997 -1.633 0.023
S -6.337 -0.577 0.573 1.088
F -6.196 -2.283 0.591 -0.183
F -7.901 -0.792 -0.179 -0.205
F -6.700 1.129 0.569 -0.195
F -4.871 -0.309 1.409 -0.177
F -7.121 -0.683 2.098 -0.180
H 5.357 2.334 3.884 0.079
H 5.846 0.630 3.083 0.081
H 4.017 1.087 3.232 0.077
H 5.568 3.436 1.697 0.119
H 6.167 1.746 1.048 0.124
H 2.463 2.321 2.282 0.133
H 3.200 3.930 1.481 0.131
H 2.401 2.655 -0.924 0.118
H 1.281 3.894 0.115 0.145
H 1.050 2.015 -2.516 0.134
H -0.471 0.910 -2.636 0.124
H 1.149 -0.005 -4.302 0.152
H 3.770 -0.580 -2.627 0.062
H 3.498 0.271 -4.321 0.097
H 3.351 1.308 -2.741 0.085
H 2.387 -0.828 -0.625 0.094
H 0.701 -2.228 -0.409 0.127
H -1.821 -2.574 1.155 0.097
H -0.471 -2.544 2.470 0.131
H -0.194 -4.350 -0.246 0.103
H -1.010 -4.950 1.347 0.116
H 1.632 -3.586 2.234 0.107
H 0.992 -5.346 2.507 0.115
H 3.409 -5.057 1.267 0.111
H 2.247 -6.360 0.522 0.123
H 2.638 -3.280 -0.704 0.100
H 1.650 -4.804 -1.451 0.118
H 3.796 -6.020 -2.069 0.119
H 4.760 -5.107 -0.632 0.105
H 4.822 -4.151 -3.544 0.117
H 3.518 -3.044 -2.735 0.095
H 6.297 -3.614 -1.154 0.124
H 5.021 -2.157 -0.983 0.125
H 7.085 -0.082 -3.092 0.102
H 5.794 -0.229 -1.692 0.083
H 7.620 -0.766 -1.413 0.103
H -0.826 -0.816 -1.351 0.145
H -1.804 1.343 0.798 0.141
H -2.342 -0.443 1.048 0.112
H -2.548 0.989 -1.979 0.126
H -3.696 1.503 -0.575 0.136
B -6.902 5.765 2.147 -0.928
O -6.838 7.191 2.483 0.241
C -7.297 7.315 3.737 -0.390
O -7.380 8.377 4.332 0.134
C -7.666 6.023 4.253 -0.389
O -8.118 5.796 5.364 0.135
O -7.441 5.081 3.326 0.241
O -7.754 5.541 0.975 0.244
C -6.988 4.952 0.045 -0.390
O -7.386 4.625 -1.062 0.135
C -5.653 4.773 0.552 -0.390
O -4.718 4.268 -0.048 0.119
O -5.573 5.248 1.803 0.244